# 1
35
Properties=species:S:1:pos:R:3 method="wB97M-V/def2-TZVPD" e_above_lowest_kcal_mol=0.0 e_lumo_ev=0.2 smiles="O=C(CSc1nnc(-c2ccccc2)o1)Nc1ccccc1F" orbital_gap_ev=8.8
O 0.87751 -1.40313 3.88740
C 1.14245 -0.79970 2.87482
C 1.32346 0.71833 2.94503
S 1.81722 1.58706 1.42610
C 0.29006 1.57848 0.61742
N -0.81557 1.03564 1.02922
N -1.73259 1.28074 0.08017
C -1.15443 1.95437 -0.86728
C -1.75377 2.43540 -2.08802
C -0.99366 3.13360 -3.02485
C -1.58819 3.58706 -4.18685
C -2.93353 3.34939 -4.41951
C -3.69026 2.65428 -3.48762
C -3.10792 2.19546 -2.32295
O 0.15973 2.18031 -0.57858
N 1.30849 -1.34321 1.64935
C 1.12059 -2.66801 1.25571
C 0.80678 -3.70835 2.12366
C 0.64091 -4.99242 1.63470
C 0.78386 -5.26558 0.28517
C 1.09389 -4.24262 -0.59640
C 1.25531 -2.96772 -0.10097
F 1.55636 -1.95299 -0.95421
H 2.09766 0.93950 3.68077
H 0.38158 1.15009 3.28569
H 0.05392 3.31390 -2.83591
H -1.00079 4.12764 -4.91388
H -3.39336 3.70633 -5.32900
H -4.73796 2.47104 -3.67252
H -3.67438 1.65278 -1.58325
H 1.55425 -0.71446 0.89297
H 0.69229 -3.49636 3.17326
H 0.39679 -5.78835 2.32103
H 0.65397 -6.26986 -0.08628
H 1.20932 -4.41911 -1.65392

---

# 2
36
Properties=species:S:1:pos:R:3 method="wB97M-V/def2-TZVPD" e_lumo_ev="-4.7 / -6.4" total_charge=+1 orbital_gap_ev="7.2 / 5.4" multiplicity=6 s_squared=8.773
Fe -0.85853 0.81916 -0.51468
C 3.14061 0.43082 1.20425
C 1.86149 0.85800 0.58314
N 0.86750 0.08799 0.32435
N 0.87909 -1.24697 0.63321
C -0.30969 -1.72971 0.37740
O -1.28759 -0.97430 -0.07946
C -0.60324 -3.14598 0.63351
C 0.42480 -4.01979 0.99230
C 0.14012 -5.35335 1.22142
C -1.16510 -5.81498 1.09888
C -2.18850 -4.94724 0.74556
C -1.91056 -3.61129 0.50982
C 1.59722 2.28601 0.23792
C 2.52210 3.29081 0.43517
C 2.16750 4.59736 0.10539
C 0.91049 4.85358 -0.40809
C 0.03229 3.79358 -0.57832
N 0.36449 2.54348 -0.25890
H 3.17111 -0.65197 1.28082
H 3.23361 0.85929 2.20470
H 3.98570 0.78244 0.61150
H 1.43536 -3.64838 1.08318
H 0.93381 -6.03518 1.49408
H -1.38420 -6.85926 1.27858
H -3.20184 -5.31245 0.65142
H -2.69840 -2.92736 0.22724
H 3.49899 3.06630 0.83584
H 2.87545 5.40178 0.25217
H 0.59971 5.85276 -0.67580
H -0.96153 3.93908 -0.98035
N -4.68147 4.13528 -4.44001
C -4.30307 3.22866 -3.83914
N -3.91829 2.16689 -3.15547
C -3.00700 1.84886 -2.41926
N -2.16242 1.43608 -1.67235

---

# 3
37
Properties=species:S:1:pos:R:3 method="wB97M-V/def2-TZVPD" e_above_lowest_kcal_mol=0.0 e_lumo_ev=-9.5 total_charge=+2 orbital_gap_ev=4.6
O 4.62531 -1.74795 -5.63632
C 3.94971 -1.46458 -4.77106
Hg 2.18844 -0.85146 -2.78092
O 2.26390 2.94505 -3.30550
C 2.37196 1.81184 -3.36887
C 1.98975 -3.48361 -1.99068
O 1.75795 -4.45592 -1.44334
C 4.29076 -0.55138 -1.04805
O 4.82920 -0.28938 -0.07657
C -0.01644 -1.03547 -4.41071
O -1.04594 -1.03587 -4.89209
C -2.91510 -0.11199 2.04636
N -1.98865 -0.46319 0.99938
N -0.79928 0.13929 0.78674
C -0.17501 -0.47925 -0.28161
O 0.96199 -0.11892 -0.68855
C -1.06944 -1.50570 -0.70370
C -2.16728 -1.46358 0.11803
C -3.35829 -2.33257 0.15175
C -0.27732 1.25472 1.51413
C -0.27472 1.25655 2.91308
C 0.43050 2.24313 3.60748
C 1.14563 3.21564 2.89952
C 1.11181 3.23647 1.49905
C 0.36374 2.28625 0.81152
H -2.99972 -0.95260 2.74672
H -3.90175 0.05266 1.60104
H -2.60516 0.78815 2.57043
H -0.88989 -2.16858 -1.53071
H -3.42578 -2.92716 1.07564
H -4.30954 -1.79515 0.02311
H -3.26679 -3.03617 -0.68320
H -0.83753 0.49219 3.44554
H 0.41959 2.23525 4.69839
H 1.71445 3.97219 3.43832
H 1.65564 3.99483 0.93698
H 0.25329 2.34628 -0.27130

---

# 4
36
Properties=species:S:1:pos:R:3 method="wB97M-V/def2-TZVPD" e_above_lowest_kcal_mol=13.9 e_lumo_ev="-3.4 / -6.7" total_charge=+1 orbital_gap_ev="6.5 / 4.4" multiplicity=4 s_squared=3.810
Au -0.55187 -0.59352 0.14983
C 4.23243 -0.68952 -2.83707
C 4.72883 -0.71472 -1.53747
C 3.87513 -0.81502 -0.46427
C 2.48103 -0.87732 -0.67507
C 1.99093 -0.87622 -1.99207
C 2.86183 -0.77842 -3.05267
N 1.61393 -0.89802 0.36413
N 2.00373 -0.91232 1.59043
C 1.14063 -0.87672 2.58383
C 1.57353 -0.81652 3.93303
C 0.64103 -0.75672 4.93263
C -0.72537 -0.78442 4.62043
C -1.08737 -0.86302 3.29373
N -0.19677 -0.88402 2.31323
H 4.91073 -0.60332 -3.67167
H 5.79183 -0.64492 -1.36627
H 4.23023 -0.83132 0.55373
H 0.92513 -0.94912 -2.15727
H 2.48133 -0.76482 -4.06157
H 2.63453 -0.78962 4.12383
H 0.95133 -0.69102 5.96353
H -1.47817 -0.73922 5.38993
H -2.12737 -0.92392 3.00293
O -2.51107 -0.60252 -0.80717
N -3.02367 0.49638 -1.28487
C -4.27537 0.41918 -1.77177
C -4.91857 1.52008 -2.27457
C -4.26207 2.75048 -2.29007
C -2.98497 2.82158 -1.78167
C -2.35427 1.67738 -1.27867
S -0.72587 1.75948 -0.71927
H -4.72617 -0.56252 -1.73417
H -5.92807 1.41558 -2.63157
H -4.75137 3.62798 -2.68227
H -2.43967 3.75058 -1.74377

---

# 5
44
Properties=species:S:1:pos:R:3 method="wB97M-V/def2-TZVPD" e_above_lowest_kcal_mol=7.6 e_lumo_ev="1.7 / 1.6" total_charge=-1 orbital_gap_ev="6.6 / 6.6" multiplicity=6 s_squared=8.755
Mn 0.37855 -0.30070 0.29085
C 3.47582 -1.24131 -3.11501
C 2.29432 -0.41925 -3.52215
N 2.28347 0.15611 -4.69065
C 1.21150 0.91252 -5.04417
C 0.12163 1.10293 -4.24903
C -1.02560 1.90614 -4.79223
O -1.23150 3.06670 -3.98858
C 0.09102 0.48603 -2.96200
C -1.09476 0.61697 -2.17520
N -1.39784 0.06818 -1.03196
C -2.75238 0.18830 -0.64897
C -3.77581 0.28058 -1.60404
C -5.10475 0.41766 -1.25131
C -5.47628 0.43682 0.08464
C -4.49682 0.27710 1.04973
C -3.16517 0.13905 0.68518
I -1.80536 -0.23959 2.22409
C 1.21194 -0.28640 -2.56924
O 1.32707 -0.86071 -1.43939
H 4.17805 -1.29968 -3.94318
H 3.16369 -2.24111 -2.80938
H 3.96323 -0.79641 -2.24517
H 1.25993 1.36991 -6.02582
H -1.93864 1.29547 -4.81515
H -0.79183 2.18462 -5.82345
H -1.92978 3.59565 -4.38525
H -1.84723 1.26003 -2.62548
H -3.52497 0.20811 -2.65405
H -5.85448 0.48870 -2.02896
H -6.51287 0.54301 0.37488
H -4.76320 0.24901 2.09737
N 2.89638 0.63356 2.45577
C 2.26821 1.64692 1.76504
N 2.60715 2.91829 1.88304
N 1.74620 3.56792 1.06933
N 0.94710 2.74128 0.49710
N 1.25154 1.48519 0.91832
C 2.54753 -0.70065 2.46971
N 3.14845 -1.58396 3.24812
N 2.51149 -2.74462 2.98759
N 1.59019 -2.57179 2.10836
N 1.58105 -1.26345 1.74234
H 3.65672 0.90123 3.05479

---

# 6
34
Properties=species:S:1:pos:R:3 method="wB97M-V/def2-TZVPD" e_above_lowest_kcal_mol=37.8 e_lumo_ev=0.3 smiles="O=c1c2c([nH]n1-c1cccc[n+]1[O-])CCc1ccccc1-2" orbital_gap_ev=8.2
O 0.60357 -0.05302 -2.08738
C 0.13918 0.18584 -0.95900
C -0.27718 -0.77992 0.05983
C -0.59508 -0.05472 1.18171
N -0.41608 1.29663 0.95217
N 0.00582 1.46213 -0.40919
C 0.56840 2.67416 -0.88999
C 1.78609 2.64950 -1.61333
C 2.29166 3.86061 -2.12050
C 1.63411 5.05723 -1.85978
C 0.45482 5.00435 -1.12886
N -0.05952 3.84982 -0.64254
O -1.07062 3.96852 0.10399
C -1.12052 -0.69865 2.43461
C -1.75425 -2.10659 2.14963
C -0.96491 -2.89052 1.14563
C -1.01682 -4.28167 1.16552
C -0.31580 -5.03601 0.26350
C 0.42112 -4.44246 -0.76046
C 0.41273 -3.05026 -0.81848
C -0.28240 -2.23380 0.10446
H -0.99162 2.02900 1.37886
H 2.29278 1.72903 -1.79941
H 3.21570 3.86594 -2.70077
H 1.99838 5.99746 -2.30405
H -0.04283 5.93811 -0.93155
H -0.32465 -0.81826 3.16717
H -1.85127 -0.05538 2.88721
H -1.91303 -2.70670 3.08210
H -2.73633 -1.93810 1.73216
H -1.54779 -4.69749 2.00702
H -0.41184 -6.10674 0.31099
H 0.90388 -5.05633 -1.49066
H 0.96427 -2.56173 -1.61063

---

# 7
35
Properties=species:S:1:pos:R:3 method="wB97M-V/def2-TZVPD" e_above_lowest_kcal_mol=0.0 e_lumo_ev=0.4 smiles="NC(=O)CSc1nc2ccccc2c(=O)n1-c1ccccc1" orbital_gap_ev=8.9
N -1.57928 -3.06351 1.34967
C -1.96204 -3.01453 0.05660
O -3.11327 -3.03344 -0.30243
C -0.81523 -3.07934 -0.94899
S 0.66499 -2.13742 -0.48015
C -0.09487 -0.56416 -0.26677
N -1.37290 -0.52555 -0.30810
C -1.99692 0.68368 -0.17224
C -3.39315 0.73493 -0.21194
C -4.02934 1.94829 -0.08316
C -3.29739 3.12413 0.08567
C -1.92202 3.08584 0.12805
C -1.25521 1.86542 0.00137
C 0.20137 1.80865 0.05248
O 0.94428 2.75189 0.20814
N 0.72510 0.50771 -0.08438
C 2.14056 0.34021 -0.03631
C 2.71709 -0.33436 1.03046
C 4.09032 -0.49296 1.07253
C 4.88152 0.02878 0.06336
C 4.30064 0.71309 -0.99108
C 2.92784 0.87109 -1.04667
H -2.28363 -2.97702 2.06246
H -0.61293 -2.96544 1.60973
H -1.17136 -2.71650 -1.91192
H -0.47782 -4.11214 -1.04902
H -3.93336 -0.18894 -0.34554
H -5.10799 1.99295 -0.11420
H -3.81413 4.06689 0.18357
H -1.33188 3.98033 0.25885
H 2.09348 -0.72228 1.82214
H 4.54202 -1.01804 1.90045
H 5.95352 -0.09258 0.10217
H 4.91736 1.12685 -1.77436
H 2.46465 1.40749 -1.86044